DFT (ωB97M-V with the def2-TZVPD basis set) results for 2 unconnected molecules or ions with the total composition C4H14N2O2 in a non-equilibrium geometry.

Calculated values
- Structure (SMILES): NCCNCCO.O
- HOMO: -8.88 eV
- DFT total energy: -11448.13573 eV
- Relative energy (zero: lowest compared OMol25 entry of this formula, charge and spin): 246.5 kJ/mol

Structure (ORCA input):
```
! RIJCOSX wB97M-V def2-TZVPD def2/J DEFGRID3
* xyz 0 1
N 0.97 -3.28 0.44
C 0.44 -2.22 -0.49
C 1.41 -1.06 -0.40
N 0.95 0.11 -1.20
C 0.50 1.18 -0.31
C 0.49 2.62 -0.90
O 1.48 3.46 -0.29
H 1.39 -2.98 1.31
H 0.31 -3.98 0.75
H 0.69 -2.86 -1.37
H -0.64 -2.10 -0.44
H 2.45 -1.29 -0.55
H 1.49 -0.70 0.67
H 0.25 -0.13 -1.89
H 0.96 1.07 0.65
H -0.59 1.10 -0.05
H 0.77 2.57 -1.95
H -0.38 3.30 -0.78
H 2.24 2.96 0.03
O -5.26 -0.58 2.42
H -4.52 -0.12 2.86
H -4.86 -0.90 1.60
*
```